The following is a quantum chemistry calculation of a molecular structure, C20H24InN2O in a non-equilibrium geometry, from the OMol25 dataset.

Cartesian coordinates (Å):
O  2.52133  3.06787  -1.84584
C  1.93500  2.22331  -2.51817
C  0.50864  2.40646  -2.90475
In  -0.64670  0.51761  -3.32084
C  2.63852  0.98042  -2.95429
C  3.20627  0.95333  -4.23255
C  3.82972  -0.19644  -4.68851
C  3.87423  -1.33406  -3.87873
C  3.30570  -1.31071  -2.61698
C  2.68776  -0.14862  -2.16375
H  0.54045  3.06572  -3.77661
H  0.01671  2.92123  -2.07568
H  -2.35250  0.89322  -3.55534
H  -0.36625  -0.49188  -1.84172
H  -0.01929  -0.33584  -4.72447
H  3.15284  1.83797  -4.85305
H  4.24974  -0.20241  -5.68415
H  4.35122  -2.23482  -4.23687
H  3.31898  -2.19627  -1.99582
H  2.19585  -0.08766  -1.19944
C  3.10361  1.27613  1.02753
N  1.80261  0.76239  1.50660
C  1.68854  -0.05549  2.56355
C  0.45439  -0.52672  2.94622
C  -0.67969  -0.14506  2.22507
C  -0.53149  0.69690  1.13540
C  0.72684  1.13910  0.79672
C  -2.03573  -0.61883  2.59476
C  -3.05323  0.28883  2.87046
C  -4.31757  -0.17333  3.15542
N  -4.58257  -1.48821  3.16723
C  -3.61205  -2.38552  2.92306
C  -2.33185  -1.97979  2.63797
C  -5.95649  -1.97576  3.43070
H  3.73340  0.42643  0.77208
H  3.59798  1.90530  1.76232
H  2.86416  1.82580  0.12271
H  2.60189  -0.32050  3.07583
H  0.38687  -1.18334  3.80200
H  -1.37073  0.99917  0.52398
H  0.90220  1.78123  -0.05897
H  -2.87349  1.35450  2.86526
H  -5.13954  0.49315  3.37013
H  -3.89815  -3.42719  2.95070
H  -1.58038  -2.72671  2.42427
H  -5.93330  -2.65024  4.28209
H  -6.31815  -2.49263  2.54574
H  -6.59627  -1.12803  3.64867

As for the HOMO-LUMO gap: 4.1 eV. The total charge is +1. The LUMO energy comes out at -5.38 eV. The multiplicity is 1. As for the energy: -31319.54674 eV.

The following is a quantum chemistry calculation of a molecular structure, C46H38BiGeN2O8S5, from the OMol25 dataset.

Cartesian coordinates (Å):
Bi  0.00791  -0.05501  -0.27467
C  -0.71550  2.31192  4.10320
O  -2.12767  2.42278  3.98469
C  -2.64542  2.68640  2.74785
C  -3.82630  3.38502  2.72487
C  -4.41922  3.79822  1.51851
C  -3.73786  3.57111  0.35025
C  -2.53680  2.83560  0.33853
C  -1.72394  2.89961  -0.85529
N  -0.60785  2.29039  -1.03498
N  0.12587  2.78739  -2.11580
C  1.28631  2.19602  -2.19961
O  1.74829  1.27226  -1.44544
C  2.16647  2.66708  -3.32327
C  3.52915  2.39270  -3.27966
C  4.35888  2.78304  -4.32387
C  3.82925  3.43867  -5.42837
C  2.46657  3.70769  -5.47849
C  1.64000  3.32564  -4.43030
C  -2.03824  2.21446  1.52576
O  -1.13437  1.31077  1.52920
H  -0.50937  2.37760  5.17200
H  -0.21467  3.13652  3.58616
H  -0.34497  1.37628  3.69485
H  -4.27862  3.62781  3.68040
H  -5.36405  4.32712  1.52388
H  -4.10782  3.96752  -0.59075
H  -2.01318  3.63494  -1.61014
H  3.91914  1.85968  -2.42152
H  5.41864  2.56150  -4.28002
H  4.47310  3.73090  -6.24991
H  2.04470  4.20628  -6.34351
H  0.57710  3.52657  -4.45225
O  0.20123  -3.52704  -6.61748
C  0.07577  -3.02750  -5.52845
S  -0.74323  -1.47869  -5.25769
C  -0.56075  -1.42499  -3.51915
C  0.11746  -2.50503  -2.93577
S  0.39235  -2.68460  -1.30432
S  0.69758  -3.74018  -4.03961
S  -1.22597  -0.10840  -2.70596
C  1.00924  -0.70132  5.28967
S  1.43790  -0.79582  3.53598
C  1.01318  -2.53802  3.28096
H  1.60811  -1.40420  5.87260
H  -0.05296  -0.89643  5.46067
H  1.23385  0.31143  5.62692
H  0.34750  -2.87050  4.07903
H  1.92156  -3.13543  3.24599
H  0.50310  -2.63954  2.32513
O  3.66424  -2.72520  1.50530
C  3.09993  -2.06361  0.62258
O  2.10645  -1.28542  0.76678
C  3.61972  -2.22592  -0.79524
C  3.46035  -1.21970  -1.73860
C  3.93495  -1.35982  -3.05090
C  4.54738  -2.54703  -3.35837
O  5.09902  -2.93864  -4.56309
C  5.52446  -4.28426  -4.37244
O  5.36284  -4.62145  -3.00031
C  4.70514  -3.54694  -2.42458
C  4.27122  -3.42058  -1.13282
H  2.95325  -0.30447  -1.45376
H  3.80570  -0.57597  -3.78680
H  6.57796  -4.37103  -4.64569
H  4.91433  -4.95096  -4.98966
H  4.40047  -4.19547  -0.39032
C  -5.96337  -1.08018  -2.59294
C  -5.31685  0.02955  -2.06050
C  -4.32487  -0.13784  -1.10492
C  -3.95446  -1.40692  -0.64237
C  -4.63807  -2.50362  -1.16774
C  -5.62682  -2.34600  -2.13659
Ge  -2.42836  -1.52234  0.62980
C  -3.25468  -0.89753  2.31893
C  -4.59760  -0.53131  2.40020
C  -5.16803  -0.14460  3.61115
C  -4.40388  -0.12471  4.76688
C  -3.05966  -0.47444  4.70394
C  -2.49199  -0.84089  3.49250
C  -2.27268  -3.49499  0.98766
C  -2.32119  -4.02032  2.28197
C  -2.09742  -5.37042  2.53542
C  -1.81116  -6.24118  1.49430
C  -1.76134  -5.74845  0.19673
C  -1.98600  -4.39924  -0.04449
H  -6.71944  -0.95770  -3.35978
H  -5.57377  1.02641  -2.40139
H  -3.82299  0.74315  -0.70873
H  -4.41617  -3.49883  -0.80646
H  -6.13324  -3.21826  -2.53546
H  -5.21399  -0.54961  1.50942
H  -6.21166  0.14866  3.64551
H  -4.84306  0.18588  5.70842
H  -2.44592  -0.42933  5.59692
H  -1.42633  -1.05520  3.44912
H  -2.54972  -3.36952  3.11659
H  -2.14214  -5.73876  3.55449
H  -1.61257  -7.28845  1.69123
H  -1.52610  -6.41122  -0.62883
H  -1.91715  -4.04046  -1.06571

As for the HOMO-LUMO gap (alpha / beta): 6.4 / 5.1 eV. For the energy relative to the best compared isomer or geometry (same formula, charge and spin), the calculation gives 55.7 kJ/mol. Its expectation value of S² is 0.77. The total charge is -2. The LUMO energy (alpha / beta) comes out at 4.03 / 2.68 eV. The multiplicity is 2. As for the energy: -184212.93920 eV.

The following is a quantum chemistry calculation of a molecular structure, CH3N3O3 in a non-equilibrium geometry, from the OMol25 dataset.

Cartesian coordinates (Å):
N  -0.64111  0.90827  0.15460
N  1.53925  -0.12353  -0.17843
C  0.43600  -0.93075  -0.62022
O  -1.95784  0.67303  0.46638
N  1.05450  -0.10541  1.07176
O  0.25109  -1.21222  0.80642
O  0.11975  -1.54440  -1.58140
H  -2.03827  -0.28924  0.58576
H  -0.66872  1.90620  -0.09571
H  1.90534  0.71806  -0.60916

As for the HOMO-LUMO gap (alpha / beta): 9.5 / 8.7 eV. For the energy relative to the best compared isomer or geometry (same formula, charge and spin), the calculation gives 426.5 kJ/mol. The total charge is 0. The LUMO energy (alpha / beta) comes out at -0.16 / -0.23 eV. The multiplicity is 1. As for the energy: -11691.46294 eV.

The following is a quantum chemistry calculation of 2 unconnected molecules or ions with the total composition C5H13NOS in a non-equilibrium geometry, from the OMol25 dataset.

Cartesian coordinates (Å):
C  -1.64963  0.08419  1.63271
C  -1.80488  -0.66989  0.35233
N  -1.11320  -1.86587  0.32739
O  -2.51847  -0.25002  -0.52474
H  -1.22516  -0.49966  2.45051
H  -2.61781  0.44793  1.99379
H  -1.05468  1.00358  1.64311
H  -1.20760  -2.55031  -0.40469
H  -0.51358  -2.15080  1.08011
C  1.41900  1.75633  0.70815
C  0.87600  1.37722  -0.61866
S  2.08621  0.22097  -1.41159
C  1.22055  -1.23287  -2.09640
H  0.79612  2.54538  1.17047
H  2.41143  2.19438  0.70396
H  1.30606  1.00430  1.51586
H  -0.14083  0.93322  -0.58612
H  0.74149  2.28095  -1.23454
H  0.14202  -1.09498  -1.95053
H  1.36781  -1.38482  -3.16685
H  1.47915  -2.14924  -1.58429

As for the HOMO-LUMO gap: 9.2 eV. For the energy relative to the best compared isomer or geometry (same formula, charge and spin), the calculation gives 43.5 kJ/mol. The total charge is 0. Its SMILES is CC(N)=O.CCSC. The LUMO energy comes out at 0.74 eV. The multiplicity is 1. As for the energy: -19768.65106 eV.